{
  "formula": "C30H99O37P7",
  "method": "ωB97M-V/def2-TZVPD",
  "symbols": ["C", "O", "H", "H", "H", "H", "C", "O", "H", "H", "H", "H", "C", "O", "H", "H", "H", "H", "C", "O", "H", "H", "H", "H", "C", "O", "H", "H", "H", "H", "C", "O", "H", "H", "H", "H", "C", "O", "H", "H", "H", "H", "C", "O", "H", "H", "H", "H", "C", "O", "H", "H", "H", "H", "C", "O", "P", "O", "O", "C", "O", "C", "H", "H", "H", "H", "H", "H", "H", "H", "H", "C", "O", "P", "O", "O", "C", "O", "C", "H", "H", "H", "H", "H", "H", "H", "H", "H", "C", "O", "P", "O", "O", "C", "O", "C", "H", "H", "H", "H", "H", "H", "H", "H", "H", "C", "O", "P", "O", "O", "C", "O", "C", "H", "H", "H", "H", "H", "H", "H", "H", "H", "C", "O", "P", "O", "O", "C", "O", "C", "H", "H", "H", "H", "H", "H", "H", "H", "H", "C", "O", "P", "O", "O", "C", "O", "C", "H", "H", "H", "H", "H", "H", "H", "H", "H", "C", "O", "P", "O", "O", "C", "O", "C", "H", "H", "H", "H", "H", "H", "H", "H", "H"],
  "positions_angstrom": [[0.549, 2.533, 2.938], [1.754, 2.707, 2.317], [-0.140, 3.350, 2.722], [0.064, 1.581, 2.723], [0.737, 2.559, 4.011], [2.152, 3.482, 2.718], [-2.985, -3.223, -3.599], [-3.574, -2.896, -4.844], [-2.636, -2.301, -3.134], [-3.727, -3.718, -2.973], [-2.167, -3.921, -3.774], [-2.838, -2.878, -5.460], [-1.350, -4.205, 1.966], [-1.372, -5.212, 2.885], [-2.063, -3.409, 2.180], [-0.325, -3.846, 1.874], [-1.683, -4.574, 0.996], [-0.843, -5.883, 2.448], [-1.722, 5.291, -0.321], [-2.274, 4.581, -1.427], [-1.659, 6.329, -0.649], [-2.508, 5.314, 0.433], [-0.732, 4.998, 0.027], [-2.726, 3.831, -1.035], [-4.098, 2.987, -6.154], [-4.303, 2.372, -7.422], [-4.081, 2.192, -5.409], [-3.123, 3.473, -6.105], [-4.902, 3.663, -5.864], [-3.455, 2.340, -7.870], [2.007, -4.717, -2.035], [0.905, -4.081, -2.666], [2.033, -4.364, -1.004], [1.838, -5.794, -2.024], [2.966, -4.542, -2.521], [0.872, -3.206, -2.274], [-2.995, 2.286, 0.830], [-3.620, 2.568, -0.436], [-3.074, 1.251, 1.165], [-1.921, 2.458, 0.770], [-3.424, 2.956, 1.575], [-4.556, 2.456, -0.251], [-5.039, -0.489, -2.589], [-5.609, -1.072, -3.764], [-5.828, 0.154, -2.199], [-4.796, -1.219, -1.817], [-4.089, 0.033, -2.705], [-4.909, -1.633, -4.106], [4.754, 1.352, 1.174], [4.887, 1.140, -0.269], [5.663, 1.023, 1.677], [4.637, 2.383, 1.506], [3.931, 0.759, 1.572], [4.178, 1.650, -0.668], [1.353, 4.118, -3.957], [2.361, 4.934, -3.275], [3.663, 4.326, -2.502], [3.408, 3.131, -1.698], [4.746, 4.149, -3.737], [5.117, 2.856, -4.180], [4.304, 5.612, -1.670], [4.576, 6.785, -2.368], [0.671, 3.823, -3.160], [1.795, 3.205, -4.357], [0.840, 4.689, -4.731], [5.214, 2.115, -3.386], [6.074, 2.888, -4.701], [4.409, 2.429, -4.890], [4.005, 7.631, -1.987], [4.521, 6.768, -3.456], [5.636, 6.981, -2.203], [1.307, 1.194, -0.462], [0.004, 0.637, -0.517], [-0.288, -0.531, -1.589], [0.760, -1.625, -1.678], [-1.823, -1.074, -1.266], [-2.190, -1.488, 0.027], [-0.361, 0.244, -3.009], [-1.166, 1.370, -3.208], [1.282, 2.277, -0.580], [1.969, 0.740, -1.199], [1.735, 0.944, 0.509], [-1.366, -1.863, 0.635], [-2.918, -2.299, 0.019], [-2.628, -0.622, 0.524], [-1.341, 1.988, -2.328], [-2.146, 1.080, -3.588], [-0.716, 2.064, -3.918], [-4.995, -4.599, 2.456], [-5.728, -4.032, 1.283], [-5.519, -4.615, -0.200], [-4.117, -4.839, -0.585], [-6.462, -5.991, -0.219], [-6.423, -6.894, -1.340], [-6.312, -3.542, -1.139], [-7.576, -3.091, -0.708], [-4.529, -3.773, 2.995], [-4.301, -5.389, 2.172], [-5.711, -5.038, 3.151], [-7.332, -6.672, -1.900], [-6.388, -7.955, -1.094], [-5.549, -6.653, -1.945], [-8.065, -3.715, 0.040], [-8.222, -3.067, -1.585], [-7.517, -2.098, -0.262], [5.685, -2.917, -0.355], [5.114, -3.241, -1.605], [5.826, -2.794, -2.980], [7.280, -2.810, -2.933], [5.089, -1.348, -3.251], [3.645, -1.199, -3.274], [5.134, -3.794, -4.126], [5.454, -5.143, -4.167], [5.068, -2.110, 0.041], [6.703, -2.542, -0.453], [5.680, -3.777, 0.316], [3.118, -2.148, -3.175], [3.344, -0.709, -4.199], [3.405, -0.656, -2.359], [6.293, -5.300, -4.844], [4.671, -5.806, -4.533], [5.786, -5.432, -3.170], [1.594, -4.359, 4.299], [2.764, -3.663, 3.925], [3.494, -4.005, 2.514], [3.782, -5.456, 2.346], [4.807, -3.070, 2.562], [5.587, -3.054, 3.707], [2.561, -3.275, 1.401], [2.489, -1.876, 1.279], [1.792, -4.949, 5.193], [1.230, -5.037, 3.527], [0.765, -3.669, 4.454], [5.133, -3.407, 4.633], [5.795, -1.992, 3.837], [6.529, -3.586, 3.571], [1.469, -1.511, 1.401], [2.854, -1.554, 0.304], [3.206, -1.437, 1.973], [0.618, 7.138, 5.314], [0.485, 7.100, 3.896], [1.742, 6.514, 2.970], [2.269, 5.234, 3.472], [1.116, 6.368, 1.492], [1.876, 5.623, 0.461], [2.811, 7.733, 2.866], [4.093, 7.699, 3.398], [1.573, 6.844, 5.749], [-0.109, 6.514, 5.834], [0.466, 8.172, 5.622], [1.877, 6.249, -0.431], [1.478, 4.619, 0.315], [2.875, 5.414, 0.845], [4.407, 8.630, 3.870], [4.757, 7.417, 2.581], [4.225, 6.896, 4.122], [-3.552, 1.125, 6.071], [-2.520, 0.632, 5.163], [-2.937, -0.513, 4.075], [-1.838, -1.008, 3.192], [-3.592, -1.702, 4.967], [-2.792, -2.844, 5.315], [-4.191, 0.140, 3.238], [-4.810, -0.610, 2.241], [-4.487, 0.602, 5.875], [-3.747, 2.168, 5.820], [-3.313, 0.892, 7.109], [-3.104, -3.059, 6.337], [-1.709, -2.736, 5.361], [-2.917, -3.709, 4.664], [-4.526, -1.662, 2.253], [-4.637, -0.155, 1.266], [-5.874, -0.484, 2.443]],
  "lowdin_charge": [-0.19, -0.13, 0.07, 0.08, 0.08, 0.03, -0.12, -0.13, 0.06, 0.07, 0.09, 0.09, -0.21, -0.11, 0.05, 0.08, 0.08, 0.09, -0.15, -0.14, 0.08, 0.08, 0.05, -0.02, -0.16, -0.12, 0.06, 0.07, 0.08, 0.07, -0.15, -0.14, 0.07, 0.08, 0.05, -0.02, -0.10, -0.12, 0.04, 0.08, 0.10, 0.10, -0.16, -0.10, 0.08, 0.06, 0.06, 0.02, -0.12, -0.13, 0.07, 0.07, 0.05, 0.00, -0.05, -0.25, 0.53, -0.21, -0.22, -0.11, -0.22, -0.15, 0.07, 0.08, 0.10, 0.08, 0.09, 0.08, 0.09, 0.09, 0.09, -0.10, -0.22, 0.57, -0.24, -0.23, -0.11, -0.19, -0.11, 0.08, 0.07, 0.07, 0.07, 0.09, 0.05, 0.08, 0.08, 0.08, -0.03, -0.24, 0.46, -0.24, -0.25, -0.09, -0.22, -0.12, 0.06, 0.09, 0.09, 0.09, 0.09, 0.08, 0.08, 0.10, 0.09, -0.09, -0.23, 0.48, -0.22, -0.23, -0.07, -0.24, -0.15, 0.07, 0.09, 0.09, 0.07, 0.09, 0.07, 0.09, 0.09, 0.09, -0.11, -0.23, 0.47, -0.24, -0.25, -0.12, -0.22, -0.11, 0.10, 0.07, 0.08, 0.09, 0.09, 0.10, 0.09, 0.08, 0.08, -0.12, -0.22, 0.50, -0.24, -0.23, -0.06, -0.21, -0.13, 0.08, 0.09, 0.09, 0.09, 0.07, 0.08, 0.09, 0.09, 0.08, -0.08, -0.22, 0.50, -0.24, -0.23, -0.09, -0.23, -0.12, 0.07, 0.09, 0.09, 0.09, 0.08, 0.07, 0.07, 0.07, 0.10],
  "lumo_energy_ha": 0.0068,
  "homo_energy_ha": -0.3273,
  "relative_energy_kj_mol": 0.0,
  "molar_mass_g_mol": 1268.90,
  "energy_ha": -6376.19955
}

***

{
  "formula": "CH10NO4",
  "method": "ωB97M-V/def2-TZVPD",
  "symbols": ["N", "C", "O", "H", "H", "H", "H", "H", "H", "O", "H", "H", "O", "H", "H", "O"],
  "positions_angstrom": [[0.908, 0.632, 1.507], [1.049, -0.120, 0.157], [0.589, 0.639, -0.738], [1.628, 1.334, 1.594], [0.020, 1.142, 1.598], [2.117, -0.515, 0.164], [0.358, -0.964, 0.421], [-0.806, 1.919, -3.630], [-0.870, 0.915, -2.710], [-0.561, 0.987, -3.648], [0.121, -2.527, 4.685], [0.598, -2.071, 3.425], [0.240, -2.867, 3.864], [-0.802, 0.675, -1.080], [-2.082, -0.018, -1.845], [-1.884, 0.792, -1.241]],
  "lowdin_charge": [-0.05, -0.57, -0.24, 0.00, 0.04, 0.09, 0.08, 0.02, -0.03, -0.12, -0.04, 0.05, -0.04, 0.00, 0.06, -0.24],
  "lumo_energy_ha": 0.1348,
  "total_charge": -1,
  "homo_energy_ha": -0.1365,
  "relative_energy_kj_mol": 175.9,
  "molar_mass_g_mol": 100.09,
  "energy_ha": -399.79831
}

***

{
  "formula": "C2H7N2S",
  "method": "ωB97M-V/def2-TZVPD",
  "symbols": ["C", "S", "H", "H", "H", "N", "C", "N", "H", "H", "H", "H"],
  "positions_angstrom": [[-1.197, -1.526, -1.659], [0.604, -1.170, -1.360], [-1.322, -1.805, -2.707], [-1.696, -0.557, -1.566], [-1.510, -2.336, -1.015], [-0.345, 0.348, 1.139], [0.221, 1.581, 1.211], [0.371, 2.227, 2.314], [-0.583, 0.039, 2.080], [0.047, -0.254, 0.349], [0.309, 2.051, 0.234], [0.833, 3.105, 2.075]],
  "lowdin_charge": [-0.65, 0.09, -0.03, -0.02, -0.02, 0.01, -0.45, -0.01, 0.08, -0.11, 0.10, -0.01],
  "lumo_energy_ha": 0.1552,
  "total_charge": -1,
  "homo_energy_ha": -0.1039,
  "relative_energy_kj_mol": 28.9,
  "molar_mass_g_mol": 91.16,
  "energy_ha": -588.12476
}